1.
74
Properties=species:S:1:pos:R:3 method="wB97M-V/def2-TZVPD" total_charge=-2 multiplicity=6 e_above_lowest_kj_mol=0.0 e_homo_ev="-1.28 / -1.70" orbital_gap_ev="5.41 / 5.83"
Fe 1.88710 -1.00214 -2.01310
C 2.15894 -3.03673 -1.63026
C 0.87817 -3.69785 -1.39940
C 0.25476 -4.45229 -2.40691
C -0.96819 -5.06423 -2.20525
C -1.61975 -4.95685 -0.97998
C -1.01756 -4.21319 0.02959
C 0.20146 -3.59337 -0.17337
H 2.73301 -3.43190 -2.46679
H 2.76323 -2.88807 -0.73491
H 0.74774 -4.54014 -3.36747
H -1.42068 -5.62978 -3.01374
H -2.58031 -5.43214 -0.81871
H -1.50902 -4.10335 0.99121
H 0.63968 -3.00076 0.62184
C -5.89587 4.10518 2.17448
C -4.62289 3.43350 1.73736
C -4.43429 3.02157 0.42994
C -3.25583 2.39964 0.02318
C -3.13969 2.00548 -1.42486
C -2.21922 2.16041 0.93087
Te -0.27757 1.28390 0.17558
N 1.75625 0.09354 -0.38728
C 3.00993 0.10010 -0.05093
O 3.89572 -0.60157 -0.64080
C 3.53065 0.94832 1.08383
C 3.05728 2.23406 1.31557
C 3.54272 2.98241 2.37776
C 4.50400 2.45085 3.22507
C 4.99117 1.17061 2.99015
C 4.51528 0.43249 1.91990
C -0.45888 -0.22232 1.66018
C 0.54522 -0.32802 2.61651
C 0.49333 -1.27730 3.62212
C -0.58918 -2.14114 3.68546
C -1.58316 -2.04992 2.72810
C -1.53182 -1.11196 1.69757
C -2.61079 -1.12043 0.65798
C -2.40254 2.59649 2.24877
C -1.34332 2.41107 3.29950
C -3.58674 3.21477 2.63392
H -6.62938 4.11281 1.36869
H -5.71991 5.14067 2.47300
H -6.34278 3.59463 3.02871
H -5.22560 3.18054 -0.29615
H -4.12314 1.96968 -1.89372
H -2.65160 1.03929 -1.54407
H -2.53138 2.72156 -1.98073
H 2.29624 2.63901 0.66091
H 3.16316 3.98236 2.54652
H 4.87691 3.03244 4.06041
H 5.74971 0.75175 3.64051
H 4.89718 -0.55596 1.70429
H 1.38317 0.34973 2.57244
H 1.28933 -1.33206 4.35254
H -0.65192 -2.89184 4.46399
H -2.42094 -2.73906 2.75939
H -3.24421 -1.99698 0.78135
H -2.17284 -1.14786 -0.34174
H -3.23064 -0.22554 0.71893
H -0.34382 2.51587 2.87359
H -1.39145 1.41319 3.73851
H -1.46829 3.14116 4.10006
H -3.70004 3.53818 3.66499
F 0.31411 -0.83162 -2.91793
Te 3.86753 -0.22016 -3.56288
C 3.27014 -0.14423 -5.59758
C 4.10977 -0.07504 -6.68149
C 3.43186 0.00250 -7.92731
C 2.07687 -0.01003 -7.78301
S 1.64003 -0.11422 -6.12688
H 5.18251 -0.08390 -6.57932
H 3.93159 0.06311 -8.88412
H 1.32945 0.03106 -8.55459


2.
74
Properties=species:S:1:pos:R:3 method="wB97M-V/def2-TZVPD" total_charge=-1 multiplicity=1 e_homo_ev=-2.98 orbital_gap_ev=3.30
C 5.28861 3.07491 -2.72160
C 4.34510 1.84050 -2.97627
O 4.29607 1.12690 -1.76371
C 3.72352 -0.16419 -1.94492
C 3.82744 -0.86581 -0.54130
Ga 5.83898 -1.00695 -0.00357
P 5.92013 -0.39084 2.29878
C 7.43049 -1.25798 3.04344
C 4.35468 -1.00729 3.17318
H 6.29387 2.85443 -3.11232
H 4.84937 4.01464 -3.09623
H 5.36159 3.18097 -1.62014
H 4.73388 1.24631 -3.82587
H 3.33514 2.25606 -3.19902
H 2.62852 -0.06261 -2.18962
H 4.22303 -0.76266 -2.73434
H 3.31311 -1.84234 -0.52642
H 3.38258 -0.12621 0.16350
H 6.75074 -0.05132 -0.91549
H 6.27542 -2.55651 -0.04736
H 7.65190 -2.18911 2.47645
H 8.29768 -0.57753 2.93052
H 7.30411 -1.47393 4.12136
H 4.16276 -0.36712 4.06307
H 4.43772 -2.04697 3.55188
H 3.45627 -0.90807 2.53432
C -0.14919 0.81460 -2.60782
C -0.81577 0.45682 -1.43935
C -1.65080 -0.64991 -1.42738
C -1.83379 -1.39801 -2.58587
C -1.18334 -1.02561 -3.76449
C -0.33195 0.07620 -3.76830
C -1.40396 -1.78280 -5.01959
O -0.83737 -1.46472 -6.04801
C -2.33983 -2.93558 -5.00126
C -2.60276 -3.62386 -6.18268
C -3.46515 -4.71029 -6.17520
C -4.06205 -5.11989 -4.98627
C -3.80756 -4.43426 -3.80797
C -2.95320 -3.33471 -3.81370
C -2.71594 -2.58804 -2.55296
O -3.24236 -2.94547 -1.51457
H 0.51031 1.67317 -2.61353
H -0.68221 1.03986 -0.53643
H -2.16257 -0.92861 -0.51694
H 0.18422 0.35952 -4.67605
H -2.13761 -3.30992 -7.10794
H -3.67179 -5.24103 -7.09641
H -4.72967 -5.97271 -4.98034
H -4.27613 -4.75164 -2.88569
C -4.61010 -1.23513 2.66716
C -5.46597 -1.03064 3.74596
C -5.37347 0.13156 4.49776
C -4.41550 1.09052 4.18044
C -3.54233 0.87447 3.11326
C -3.65014 -0.28575 2.35160
C -2.48449 1.86346 2.79042
O -1.72726 1.67833 1.85829
C -2.36389 3.07843 3.63219
C -1.34107 3.98843 3.37881
C -1.22656 5.13453 4.15157
C -2.13804 5.38136 5.17445
C -3.15548 4.47525 5.43424
C -3.26594 3.31652 4.67024
C -4.33687 2.33764 4.97991
O -5.13250 2.55082 5.87596
H -4.68861 -2.13865 2.07531
H -6.20719 -1.77846 3.99898
H -6.04337 0.29015 5.33266
H -2.98299 -0.44958 1.51676
H -0.63246 3.80094 2.58262
H -0.42710 5.83816 3.95634
H -2.05127 6.28007 5.77242
H -3.85964 4.66720 6.23309


3.
80
Properties=species:S:1:pos:R:3 method="wB97M-V/def2-TZVPD" total_charge=-2 multiplicity=2 e_above_lowest_kj_mol=143.1 e_homo_ev="1.93 / -1.10" orbital_gap_ev="2.02 / 5.04"
Hg -0.53636 1.07120 1.20788
N 1.92944 1.04830 1.63778
C 2.14494 0.74170 3.04228
C 0.94434 0.01330 3.69888
O 1.14654 -0.58510 4.76478
N -0.19506 0.15390 3.05768
C -1.37016 -0.45980 3.62228
C -2.63746 -0.26390 2.74678
O -3.69636 -0.69040 3.20898
O -2.51256 0.31610 1.62678
H 2.05494 0.21370 1.07048
H 2.56814 1.76320 1.31228
H 2.27774 1.68400 3.58618
H 3.04314 0.12150 3.21158
H -1.59376 -0.03940 4.61378
H -1.22046 -1.54000 3.76018
C -3.60446 3.94890 -0.45462
C -2.30176 3.15740 -0.55912
O -1.62656 3.06650 0.48098
C -1.95016 2.58540 -1.82572
C -2.69306 2.85040 -2.99062
C -2.41806 2.23710 -4.18692
C -1.38126 1.30220 -4.25712
C -0.62106 1.02670 -3.15582
C -0.84666 1.65670 -1.89452
O -0.06636 1.40280 -0.92682
H -3.77516 4.16150 0.59918
H -4.43846 3.36520 -0.83552
H -3.54516 4.88660 -1.01132
H -3.49556 3.57580 -2.96122
H -3.00686 2.46150 -5.06782
H -1.17886 0.79360 -5.19282
H 0.18374 0.30370 -3.20302
O 0.47264 -1.13410 0.18748
P 0.99384 -2.19030 -0.69462
C 1.46814 -3.62990 0.30868
C 1.25164 -4.95610 -0.07082
C 1.69344 -5.97930 0.74338
C 2.37694 -5.70150 1.91868
C 2.60454 -4.37630 2.29238
C 2.15034 -3.35150 1.49408
C -0.25426 -2.74730 -1.89492
C -1.57146 -2.72490 -1.42872
C -2.61366 -2.98190 -2.29432
C -2.35956 -3.24890 -3.63072
C -1.04916 -3.24560 -4.10192
C -0.00336 -2.98210 -3.24192
C 2.42644 -1.67410 -1.66342
C 2.64724 -0.29350 -1.76272
C 3.71484 0.19080 -2.48052
C 4.60334 -0.69150 -3.10202
C 4.39004 -2.06330 -3.00122
C 3.31664 -2.55990 -2.29512
H 0.70614 -5.16400 -0.98242
H 1.48974 -7.00690 0.46878
H 2.72024 -6.51100 2.54828
H 3.11344 -4.15630 3.21958
H 2.27694 -2.31800 1.78768
H -1.74986 -2.48130 -0.39072
H -3.63156 -2.96080 -1.93082
H -3.17456 -3.43490 -4.31732
H -0.85036 -3.43400 -5.15012
H 1.01334 -2.94360 -3.61422
H 1.93184 0.37350 -1.29902
H 3.86054 1.25910 -2.57542
H 5.44714 -0.31320 -3.66332
H 5.07704 -2.74720 -3.48802
H 3.15594 -3.62870 -2.22182
N -1.92446 6.33280 2.05178
C -1.37706 5.25700 2.75338
C -0.25076 4.58100 2.28668
N 0.27904 3.55460 2.94498
C -0.31566 3.22410 4.09868
C -1.39326 3.92770 4.58388
N -1.94216 4.95610 3.92308
H -1.90996 6.17980 1.05308
H -2.85616 6.53870 2.38968
H 0.23024 4.86640 1.36008
H 0.09734 2.37960 4.62908
H -1.86316 3.68030 5.52708


4.
80
Properties=species:S:1:pos:R:3 method="wB97M-V/def2-TZVPD" total_charge=+1 multiplicity=1 e_above_lowest_kj_mol=0.0 e_homo_ev="-10.90 / -10.90" orbital_gap_ev="7.13 / 7.14"
Mo 0.27411 1.22034 0.11602
Br 4.51788 -3.35823 4.37958
C 3.62950 -2.27967 3.11516
C 4.32688 -1.81767 1.99245
C 3.69831 -1.03255 1.05125
C 2.35742 -0.68800 1.23147
O 1.75134 0.08728 0.34687
C 1.65281 -1.16421 2.33753
C 0.24411 -0.95250 2.42185
N -0.46727 -0.25565 1.59408
C -1.87667 -0.35116 1.74401
C -2.55750 -1.41673 2.27038
C -3.95372 -1.34283 2.44373
C -4.64394 -0.21866 2.09079
C -3.96755 0.86927 1.49337
C -4.60183 2.06467 1.08826
C -3.85287 3.04503 0.51106
C -2.48104 2.83300 0.27761
N -1.85852 1.72359 0.62843
C -2.58334 0.76926 1.28172
C 2.30496 -1.96713 3.28744
H 5.36791 -2.08343 1.86813
H 4.22053 -0.67561 0.17373
H -0.26901 -1.46470 3.23256
H -2.04237 -2.32880 2.54131
H -4.47412 -2.19064 2.86786
H -5.71283 -0.15139 2.24715
H -5.66574 2.18805 1.24793
H -4.28577 3.98526 0.20161
H -1.90729 3.59334 -0.22964
H 1.75790 -2.34281 4.14297
O -0.48745 4.88224 -0.97851
C 0.31080 3.98421 -0.99877
O -0.06920 2.69581 -1.11424
C 1.80549 4.18921 -0.96874
C 2.47192 3.16319 -1.89694
C 3.95198 3.49337 -2.09870
C 4.56291 3.02160 -0.75615
C 3.31066 2.59634 0.00331
O 2.49932 2.00449 -1.04125
C 2.48695 3.84083 0.39681
C 1.58941 3.56868 1.60071
O 1.72922 4.19024 2.61913
O 0.69004 2.58726 1.50187
H 1.99710 5.22163 -1.25072
H 1.91263 2.93421 -2.79964
H 4.10074 4.55535 -2.28827
H 4.36093 2.93988 -2.94137
H 5.11610 3.79827 -0.23193
H 5.22497 2.16939 -0.90205
H 3.46365 1.87747 0.80315
H 3.13700 4.65563 0.70533
C -1.97857 0.96726 -2.89930
As -0.77575 -0.16027 -1.88446
C 0.35135 -0.83065 -3.31424
C -1.91602 -1.64441 -1.34395
C -3.29733 -1.47037 -1.42171
C -4.16262 -2.46526 -0.99242
C -3.65085 -3.65139 -0.49094
C -2.27760 -3.82718 -0.41020
C -1.39335 -2.83258 -0.82017
As 0.54757 -3.08331 -0.64576
C 0.75118 -4.49325 -1.99043
C 0.57739 -4.24037 0.93674
H -2.71035 1.43846 -2.24624
H -2.48166 0.39144 -3.67404
H -1.37438 1.75243 -3.34950
H -0.21573 -1.50471 -3.95393
H 1.21863 -1.33794 -2.90014
H 0.68358 0.02891 -3.89573
H -3.71477 -0.55597 -1.82286
H -5.23229 -2.31459 -1.05925
H -4.31717 -4.44016 -0.16599
H -1.89363 -4.76170 -0.01909
H 0.00114 -5.26992 -1.84605
H 1.74624 -4.92720 -1.89892
H 0.64496 -4.07163 -2.98863
H 0.13773 -5.21722 0.74151
H 0.04719 -3.76716 1.76345
H 1.61764 -4.37725 1.23254


5.
82
Properties=species:S:1:pos:R:3 method="wB97M-V/def2-TZVPD" total_charge=+1 multiplicity=2 e_above_lowest_kj_mol=0.0 e_homo_ev="-9.82 / -9.82" orbital_gap_ev="5.11 / 4.99"
Ir 0.01075 0.46672 -2.25442
Cl 4.44917 0.16058 5.13538
C 2.91985 0.72027 5.73223
C 2.72526 0.71910 7.10634
C 1.61738 1.33861 7.65279
C 0.73209 2.01238 6.82570
C 0.92000 1.98561 5.45788
Cl -0.14819 2.91486 4.44570
C 1.96752 1.26674 4.85855
N 2.06340 1.21197 3.47543
C 2.49079 0.13121 2.68435
C 2.48454 -1.16732 3.17996
C 2.94135 -2.22311 2.40530
C 3.39990 -2.00106 1.11871
C 3.36585 -0.71552 0.60784
C 2.90988 0.35877 1.36472
C 2.79791 1.74823 0.77987
C 1.46779 1.88944 0.03767
O 0.49763 2.46906 0.46338
O 1.48678 1.33455 -1.18239
H 3.47456 0.26229 7.73709
H 1.46589 1.33428 8.72256
H -0.10438 2.56316 7.23153
H 1.59631 1.96599 2.99539
H 2.09614 -1.34896 4.17247
H 2.93278 -3.22633 2.81345
H 3.76593 -2.82276 0.51764
H 3.70712 -0.52058 -0.40176
H 3.61259 1.96116 0.08815
H 2.81845 2.49685 1.56718
C -2.69372 -3.19921 -1.58338
C -2.84050 -2.58679 -0.19731
C -1.57158 -1.97058 0.48745
C -1.97696 -1.42076 1.86722
C -1.09029 -0.32713 2.43991
C -0.52136 -3.07691 0.67001
O -0.43499 -3.75420 1.65898
N 0.32270 -3.32489 -0.42059
C 0.60906 -2.46497 -1.45255
O 1.41277 -2.68328 -2.32570
N -0.15870 -1.30290 -1.42577
C -1.03788 -0.96411 -0.47125
O -1.31613 0.25087 -0.60722
H -3.67540 -3.51029 -1.93802
H -2.05323 -4.08105 -1.58730
H -2.30147 -2.48808 -2.31220
H -3.21567 -3.33359 0.50559
H -3.57578 -1.78051 -0.22811
H -1.94698 -2.28040 2.53736
H -3.01774 -1.09858 1.81735
H -0.03334 -0.61184 2.41497
H -1.35310 -0.16956 3.48086
H -1.18594 0.61998 1.91593
H 0.95132 -4.10873 -0.32812
C -3.26872 4.70105 -1.78173
C -1.89128 4.44049 -1.67052
C -1.36774 3.25903 -2.12528
C -2.20280 2.26913 -2.68953
C -1.72057 0.99512 -3.14467
C -2.57289 0.10606 -3.77957
C -3.93937 0.40631 -3.91166
C -4.43491 1.58207 -3.41685
C -3.58843 2.53891 -2.81775
C -4.09832 3.77288 -2.34868
H -3.66373 5.64520 -1.43232
H -1.23972 5.18153 -1.22858
H -0.29575 3.10554 -2.05169
H -2.21962 -0.83923 -4.16955
H -4.59621 -0.31127 -4.38498
H -5.49213 1.80321 -3.49420
H -5.15842 3.96797 -2.45032
C 0.13884 -1.61700 -5.27940
N 1.54571 -1.28106 -5.20540
C 2.08735 -0.37044 -4.40942
N 3.41340 -0.17407 -4.43983
O 1.44986 0.43786 -3.65556
H 0.03984 -2.68966 -5.42748
H -0.36367 -1.08446 -6.08726
H -0.33639 -1.36694 -4.33191
H 2.17995 -1.83287 -5.75735
H 4.03587 -0.75926 -4.96768
H 3.79972 0.49522 -3.79762


6.
81
Properties=species:S:1:pos:R:3 method="wB97M-V/def2-TZVPD" total_charge=-1 multiplicity=1 e_homo_ev=-4.50 orbital_gap_ev=6.85
Pb 0.04769 -0.42854 0.08059
C -1.51116 -1.50096 -4.50242
C -0.67837 -1.11766 -3.31749
N -0.71274 -1.70745 -2.18244
N -1.53360 -2.78732 -2.02077
C -1.37294 -3.31137 -0.80549
O -0.60576 -2.91554 0.11414
C -2.23904 -4.50812 -0.51624
C -3.12619 -5.01915 -1.46044
C -3.93051 -6.10285 -1.14829
C -3.85902 -6.68567 0.11141
C -2.97830 -6.17867 1.05431
C -2.17235 -5.09406 0.74172
C 0.29598 -0.00120 -3.45041
C 0.46580 0.67712 -4.65909
C 1.48098 1.61110 -4.77460
C 2.30143 1.86534 -3.68848
C 2.02854 1.19077 -2.50711
N 1.05899 0.29570 -2.38930
H -2.08146 -2.39437 -4.26467
H -0.88968 -1.69586 -5.37927
H -2.20844 -0.69893 -4.75788
H -3.17457 -4.54876 -2.43167
H -4.62155 -6.49080 -1.88649
H -4.49308 -7.52882 0.35635
H -2.92295 -6.62533 2.03918
H -1.48805 -4.67827 1.46897
H -0.18978 0.47444 -5.49237
H 1.62752 2.13664 -5.71023
H 3.11471 2.57613 -3.73181
H 2.59666 1.40232 -1.60609
N 2.66512 -1.70980 0.72902
C 2.93711 -1.63406 2.16574
C 2.07740 -2.62090 2.95114
N 0.64037 -2.39131 2.93098
H 2.61396 -2.66724 0.40023
H 3.35853 -1.22172 0.17775
H 2.69540 -0.62125 2.48816
H 3.99411 -1.82453 2.40581
H 2.42784 -2.59992 3.98910
H 2.25695 -3.64090 2.58990
H 0.45265 -1.39507 3.03373
H 0.23714 -2.69130 2.04866
Cl -2.67216 -1.12898 1.36097
C -3.72178 0.26790 1.26513
C -4.83298 0.23191 2.08796
C -5.73188 1.28529 2.07456
C -5.49049 2.35522 1.22823
C -4.37179 2.35602 0.41681
Cl -4.16464 3.75398 -0.60916
C -3.42262 1.31453 0.38257
S -2.05303 1.39554 -0.68115
H -4.98108 -0.62302 2.73191
H -6.60267 1.27403 2.71513
H -6.16341 3.20043 1.18963
O 0.51927 0.79949 2.14520
O 1.86760 1.26769 1.74094
C 5.39057 4.39727 -0.70044
C 4.16196 4.83000 -1.17949
C 2.99019 4.36177 -0.60126
C 3.01589 3.46598 0.46719
C 4.26289 3.04420 0.93648
C 5.43893 3.50424 0.35992
Si 1.42312 2.74624 1.16273
C 0.69669 3.79509 2.52251
C -0.00998 4.96503 2.25018
C -0.61159 5.69233 3.26706
C -0.51888 5.24839 4.57801
C 0.17243 4.08079 4.86640
C 0.77033 3.35678 3.84503
H 6.30771 4.74905 -1.15693
H 4.11701 5.52580 -2.00907
H 2.03669 4.69257 -0.99869
H 4.30720 2.33671 1.75581
H 6.39564 3.16385 0.73869
H 0.47722 2.71728 0.02526
H -0.11046 5.31294 1.22744
H -1.16801 6.59247 3.03717
H -1.00158 5.80404 5.37320
H 0.23007 3.72366 5.88756
H 1.27397 2.42361 4.06093


Molar mass / g/mol: 833.75 622.33 839.23 892.34 871.80 898.94